Below is a structure of composition C35H58N4O4SSbSi4V, with properties calculated with the ωB97M-V functional and the def2-TZVPD basis.

Computed properties:
Energy above the lowest of the compared OMol25 structures with the same formula, charge and spin, kJ/mol: 50.5
Largest force on an atom, hartree/bohr: 0.049
⟨S²⟩: 0.983
Spin multiplicity: 2
E_HOMO (spin up / spin down), eV: -10.6542 / -10.5848
Charge: +1
HOMO-LUMO gap (spin up / spin down), Ha: 0.242 / 0.286

CARTESIAN COORDINATES (ANGSTROEM)
V -0.248 -0.472 -0.091
C 1.313 2.370 4.002
Sb 0.402 2.192 2.066
C -0.077 0.040 2.037
C 1.008 -0.851 2.633
C 0.812 -2.234 2.695
C 1.812 -3.069 3.165
C 3.006 -2.512 3.577
C 3.136 -1.134 3.476
N 2.184 -0.327 3.013
Si -1.656 -0.197 3.122
C -2.344 -1.930 3.328
C -3.069 0.945 2.696
C -1.211 0.281 4.878
C 2.212 2.321 0.734
C 2.644 0.936 0.338
C 4.002 0.605 0.192
C 4.420 -0.685 -0.043
C 3.473 -1.700 -0.131
C 2.169 -1.308 -0.056
N 1.756 -0.048 0.125
Si 3.599 3.245 1.706
C 4.987 3.924 0.634
C 4.495 2.081 2.876
C 2.866 4.692 2.652
Si 1.813 3.416 -0.794
C 2.975 2.950 -2.170
C 0.062 3.267 -1.389
C 1.884 5.244 -0.408
H 1.013 1.519 4.598
H 0.958 3.295 4.460
H 2.391 2.378 3.931
H -0.107 -2.663 2.335
H 1.655 -4.141 3.194
H 3.823 -3.117 3.950
H 4.062 -0.655 3.787
H -2.377 -2.561 2.439
H -3.374 -1.820 3.686
H -1.777 -2.461 4.096
H -3.588 0.672 1.776
H -2.750 1.991 2.659
H -3.788 0.861 3.519
H -0.312 -0.226 5.243
H -2.047 -0.022 5.520
H -1.079 1.358 5.003
H 4.738 1.391 0.285
H 5.475 -0.907 -0.144
H 3.729 -2.741 -0.263
H 1.392 -2.078 -0.131
H 5.625 3.136 0.221
H 5.618 4.523 1.302
H 4.682 4.567 -0.190
H 4.002 1.108 2.950
H 4.544 2.513 3.880
H 5.521 1.922 2.534
H 3.259 5.635 2.267
H 3.142 4.621 3.708
H 1.776 4.752 2.604
H 2.891 1.891 -2.437
H 4.019 3.141 -1.910
H 2.740 3.538 -3.065
H -0.224 2.254 -1.671
H -0.054 3.911 -2.267
H -0.607 3.643 -0.614
H 2.857 5.659 -0.150
H 1.187 5.494 0.398
H 1.533 5.758 -1.310
O -3.449 -1.310 0.397
C -2.718 -2.212 0.074
N -1.330 -2.088 -0.214
S -0.704 -3.567 -0.747
O 0.322 -4.010 0.155
O -0.369 -3.468 -2.135
C -2.172 -4.473 -0.493
C -2.366 -5.831 -0.644
C -3.631 -6.316 -0.344
C -4.649 -5.465 0.092
C -4.425 -4.103 0.241
C -3.166 -3.621 -0.060
H -1.574 -6.487 -0.981
H -3.829 -7.375 -0.449
H -5.623 -5.877 0.324
H -5.198 -3.429 0.587
C 1.004 -0.219 -5.036
Si -0.412 0.020 -3.852
C -1.152 1.687 -4.236
C -1.701 -1.289 -4.204
C 0.402 -0.205 -2.172
H 0.672 -0.092 -6.073
H 1.428 -1.223 -4.940
H 1.801 0.506 -4.848
H -1.570 1.631 -5.248
H -0.396 2.476 -4.233
H -1.959 1.987 -3.559
H -1.663 -1.549 -5.267
H -2.723 -0.956 -4.001
H -1.507 -2.202 -3.634
H 0.706 -1.266 -2.214
H 1.326 0.373 -2.188
C -3.581 0.653 -1.628
C -2.646 1.264 -0.655
N -2.895 2.438 -0.157
O -1.578 0.675 -0.303
H -3.930 1.405 -2.335
H -4.431 0.244 -1.083
H -3.084 -0.153 -2.157
H -3.760 2.909 -0.372
H -2.294 2.809 0.570

---

Below is a cluster of 9 separate species, C35H60N4O5 in total, with properties calculated with the ωB97M-V functional and the def2-TZVPD basis.

Computed properties:
Largest force on an atom, hartree/bohr: 0.065
Structure (SMILES): c1ccncc1.c1ccncc1.c1ccncc1.c1ccncc1.CC(C)O.CC(C)O.CC(C)O.CC(C)O.CC(C)O
E_HOMO, eV: -9.4494
Charge: 0
HOMO-LUMO gap, Ha: 0.363

CARTESIAN COORDINATES (ANGSTROEM)
C -2.139 2.145 -4.529
C -3.196 1.057 -4.314
C -4.342 1.444 -3.302
O -3.796 0.755 -5.556
H -2.067 2.683 -3.630
H -2.428 2.831 -5.348
H -1.198 1.709 -4.722
H -2.667 0.232 -3.847
H -3.987 1.559 -2.264
H -5.247 0.771 -3.226
H -4.610 2.466 -3.537
H -4.257 -0.093 -5.423
C -1.976 -3.113 -0.466
C -2.454 -1.881 -1.118
C -3.432 -2.113 -2.216
O -3.114 -0.947 -0.197
H -1.647 -3.760 -1.317
H -2.770 -3.713 0.027
H -1.198 -2.854 0.279
H -1.581 -1.376 -1.545
H -3.810 -1.247 -2.702
H -4.240 -2.646 -1.821
H -3.037 -2.747 -3.012
H -2.629 -1.037 0.683
C 3.740 -2.587 -1.208
C 5.248 -2.568 -1.261
C 5.603 -1.343 -2.115
O 5.919 -2.435 0.008
H 3.375 -2.855 -2.214
H 3.302 -1.657 -0.958
H 3.471 -3.355 -0.482
H 5.657 -3.471 -1.670
H 6.654 -1.179 -2.337
H 5.285 -0.414 -1.624
H 5.097 -1.321 -3.078
H 5.417 -1.788 0.533
C 1.013 -1.259 -4.121
C 1.324 -0.444 -5.353
C 0.491 -0.806 -6.523
O 1.102 0.966 -4.939
H 1.277 -2.360 -4.147
H -0.020 -1.187 -3.916
H 1.628 -0.771 -3.290
H 2.414 -0.612 -5.557
H 0.747 -1.854 -6.808
H 0.710 -0.265 -7.424
H -0.521 -0.695 -6.310
H 1.415 1.587 -5.615
C 3.669 0.015 3.886
C 4.469 -0.996 3.039
C 3.718 -2.358 3.077
O 4.489 -0.507 1.712
H 4.107 1.007 3.821
H 3.789 -0.352 4.883
H 2.636 0.122 3.589
H 5.533 -1.105 3.335
H 2.699 -2.148 3.005
H 3.896 -2.737 4.066
H 4.059 -3.120 2.353
H 3.537 -0.367 1.501
N -3.471 6.367 2.299
C -4.424 5.452 2.301
C -4.389 4.234 1.669
C -3.263 3.993 0.824
C -2.328 4.997 0.639
C -2.487 6.131 1.411
H -5.264 5.563 3.006
H -5.157 3.445 1.757
H -3.021 3.065 0.292
H -1.424 4.918 0.038
H -1.720 6.959 1.344
N 0.537 -2.107 5.760
C 0.885 -3.372 5.742
C 0.846 -4.189 4.609
C 0.253 -3.693 3.480
C -0.157 -2.353 3.455
C 0.089 -1.592 4.624
H 1.204 -3.781 6.680
H 1.262 -5.183 4.715
H 0.229 -4.311 2.542
H -0.546 -1.925 2.538
H -0.260 -0.586 4.654
N 2.096 0.370 0.451
C 2.525 0.938 -0.633
C 1.601 1.561 -1.462
C 0.294 1.698 -1.113
C -0.127 1.047 0.024
C 0.825 0.392 0.799
H 3.584 0.959 -0.870
H 1.944 1.972 -2.455
H -0.399 2.262 -1.709
H -1.168 0.978 0.385
H 0.571 -0.153 1.681
N -1.518 0.820 3.184
C -2.506 0.491 3.989
C -3.155 1.359 4.878
C -2.765 2.720 4.769
C -1.696 3.067 4.018
C -1.073 2.106 3.240
H -2.780 -0.557 4.120
H -3.879 1.025 5.577
H -3.311 3.464 5.367
H -1.356 4.094 3.979
H -0.232 2.447 2.648

---

Below is a structure of composition C35H61IN8O6S2, with properties calculated with the ωB97M-V functional and the def2-TZVPD basis.

Computed properties:
Largest force on an atom, hartree/bohr: 0.114
E_HOMO, eV: -9.7553
Charge: 0
HOMO-LUMO gap, Ha: 0.335

CARTESIAN COORDINATES (ANGSTROEM)
C 5.456 -3.832 -0.819
S 4.019 -4.346 -1.861
O 3.923 -5.832 -1.860
O 4.291 -3.791 -3.241
C 2.511 -3.473 -1.208
O 1.560 -2.952 -2.151
S 0.548 -2.067 -1.105
O -0.705 -1.923 -1.896
O 1.212 -0.741 -0.953
O 0.595 -3.124 0.177
C 1.614 -4.162 -0.094
I 0.356 -5.861 -0.637
H 5.105 -3.018 -0.105
H 5.744 -4.727 -0.203
H 6.288 -3.427 -1.461
H 2.966 -2.568 -0.689
H 2.085 -4.485 0.875
C -3.239 -0.826 -0.599
C -4.527 -0.471 0.137
C -4.326 -0.309 1.647
C -3.825 -1.588 2.235
N -3.436 -2.584 2.689
H -2.838 -1.787 -0.271
H -3.421 -0.905 -1.671
H -2.475 -0.061 -0.442
H -5.272 -1.249 -0.054
H -4.925 0.462 -0.271
H -5.270 -0.043 2.127
H -3.605 0.485 1.856
C 2.620 4.726 0.122
C 2.310 3.507 -0.737
C 2.837 2.204 -0.132
C 4.324 2.271 0.005
N 5.480 2.323 0.111
H 3.696 4.886 0.224
H 2.201 5.627 -0.331
H 2.192 4.618 1.122
H 2.740 3.654 -1.732
H 1.227 3.430 -0.863
H 2.577 1.361 -0.776
H 2.395 2.029 0.852
C -4.632 -2.010 -6.170
C -3.172 -1.584 -6.060
C -2.781 -1.171 -4.641
C -3.613 -0.003 -4.204
N -4.257 0.906 -3.872
H -5.311 -1.190 -5.923
H -4.861 -2.324 -7.191
H -4.848 -2.848 -5.501
H -2.990 -0.756 -6.751
H -2.535 -2.412 -6.379
H -1.726 -0.890 -4.609
H -2.931 -2.000 -3.944
C -3.632 4.401 0.686
C -2.792 3.735 -0.399
C -1.807 2.704 0.159
C -0.855 3.364 1.104
N -0.113 3.876 1.837
H -3.012 4.964 1.387
H -4.338 5.104 0.240
H -4.203 3.659 1.251
H -2.246 4.507 -0.950
H -3.456 3.240 -1.113
H -1.239 2.246 -0.654
H -2.340 1.912 0.688
C 4.866 5.384 3.841
C 3.498 5.716 4.429
C 3.218 7.221 4.473
C 4.236 7.906 5.326
N 5.027 8.439 5.988
H 5.676 5.797 4.447
H 5.009 4.302 3.803
H 4.961 5.776 2.825
H 3.435 5.298 5.438
H 2.725 5.227 3.829
H 2.225 7.407 4.887
H 3.251 7.647 3.467
C -2.195 -10.674 1.994
C -2.992 -9.559 1.326
C -2.142 -8.697 0.390
C -1.039 -8.043 1.159
N -0.182 -7.535 1.757
H -1.402 -10.276 2.631
H -2.847 -11.279 2.627
H -1.740 -11.332 1.248
H -3.442 -8.931 2.100
H -3.812 -10.001 0.754
H -2.758 -7.923 -0.073
H -1.708 -9.307 -0.406
C 2.939 -0.985 -4.320
C 3.535 -1.356 -5.670
C 2.843 -0.648 -6.836
C 1.394 -1.028 -6.879
N 0.270 -1.328 -6.911
H 1.892 -1.289 -4.250
H 3.473 -1.490 -3.515
H 3.000 0.094 -4.148
H 3.469 -2.439 -5.803
H 4.597 -1.097 -5.673
H 3.310 -0.932 -7.781
H 2.924 0.437 -6.731
C -1.291 4.230 7.499
C -0.672 3.873 6.152
C -1.349 4.585 4.977
C -2.791 4.199 4.909
N -3.911 3.895 4.856
H -2.338 3.921 7.556
H -0.760 3.723 8.307
H -1.240 5.307 7.682
H -0.730 2.790 6.010
H 0.388 4.140 6.165
H -0.863 4.308 4.039
H -1.274 5.669 5.091

---

Below is a cluster of 10 separate species, C35H62O24 in total, with properties calculated with the ωB97M-V functional and the def2-TZVPD basis.

Computed properties:
Largest force on an atom, hartree/bohr: 0.103
Structure (SMILES): COC(=O)OC.COC(=O)OC.COC(=O)OC.COC(=O)OC.COC(=O)OC.O=C1CCCO1.O=C1CCCO1.O=C1CCCO1.O=C1CCCO1.C1CCOC1
E_HOMO, eV: -9.4471
Charge: 0
HOMO-LUMO gap, Ha: 0.355

CARTESIAN COORDINATES (ANGSTROEM)
C -1.111 -3.510 -3.086
O -1.529 -4.396 -4.118
C -2.047 -3.945 -5.297
O -2.143 -2.762 -5.641
O -2.440 -5.048 -6.050
C -3.145 -4.869 -7.291
H -1.965 -3.028 -2.611
H -0.389 -2.788 -3.468
H -0.595 -4.018 -2.271
H -3.442 -5.837 -7.694
H -2.626 -4.274 -8.042
H -4.086 -4.367 -7.066
C -6.924 0.492 3.301
O -5.606 0.999 3.061
C -4.581 0.297 3.392
O -4.578 -0.801 3.963
O -3.489 0.996 3.070
C -2.237 0.398 3.047
H -7.670 1.035 2.721
H -7.143 0.699 4.349
H -6.988 -0.587 3.160
H -1.493 1.150 2.783
H -2.308 -0.247 2.171
H -2.008 -0.024 4.025
C -3.672 -2.326 0.962
O -2.757 -2.669 1.968
C -1.881 -3.660 1.817
O -1.688 -4.329 0.794
O -1.421 -3.788 3.037
C -0.608 -4.959 3.280
H -4.243 -1.510 1.403
H -4.400 -3.106 0.735
H -3.159 -2.124 0.022
H -0.807 -5.678 2.485
H -0.753 -5.303 4.304
H 0.451 -4.729 3.169
C 4.865 0.843 1.874
O 5.487 1.617 0.791
C 5.336 2.891 0.707
O 4.687 3.636 1.496
O 6.069 3.359 -0.348
C 6.278 4.727 -0.515
H 4.068 1.350 2.418
H 5.689 0.617 2.550
H 4.522 -0.126 1.513
H 7.040 4.838 -1.285
H 6.743 5.183 0.359
H 5.439 5.256 -0.968
C 3.759 0.721 -1.694
O 4.049 -0.520 -2.321
C 4.885 -1.336 -1.733
O 5.434 -1.165 -0.690
O 4.997 -2.442 -2.460
C 5.423 -3.620 -1.931
H 2.991 1.230 -2.277
H 4.630 1.371 -1.612
H 3.262 0.513 -0.746
H 5.172 -4.416 -2.632
H 4.814 -3.740 -1.036
H 6.490 -3.673 -1.717
C 1.843 -1.769 1.128
C 0.668 -0.807 1.519
C 0.037 -0.294 0.203
O 0.631 -1.238 -0.771
C 1.300 -2.389 -0.112
H 2.150 -2.577 1.792
H 2.752 -1.217 0.891
H 0.995 0.042 2.119
H -0.080 -1.342 2.104
H 0.219 0.768 0.042
H -1.041 -0.436 0.273
H 2.101 -2.812 -0.719
H 0.623 -3.222 0.077
O 1.956 2.817 -0.481
C 1.352 3.913 -0.475
O 1.959 5.086 -0.198
C 1.054 6.166 -0.109
C -0.344 5.532 -0.097
C -0.101 4.177 -0.800
H 1.186 6.831 -0.962
H 1.239 6.704 0.821
H -1.113 6.149 -0.562
H -0.637 5.403 0.945
H -0.198 4.358 -1.871
H -0.678 3.324 -0.444
O -2.640 1.181 -0.829
C -3.630 1.912 -0.660
O -4.786 1.710 -1.261
C -5.706 2.779 -1.023
C -4.891 3.826 -0.282
C -3.760 3.075 0.299
H -6.510 2.462 -0.360
H -6.201 3.234 -1.881
H -5.464 4.356 0.480
H -4.401 4.523 -0.962
H -4.105 2.693 1.260
H -2.888 3.723 0.382
O 2.280 0.587 -5.842
C 1.389 0.691 -5.019
O 0.811 1.830 -4.649
C -0.164 1.685 -3.679
C -0.547 0.233 -3.798
C 0.720 -0.408 -4.271
H -0.973 2.350 -3.979
H 0.243 1.980 -2.711
H -1.394 0.147 -4.478
H -0.930 -0.203 -2.875
H 0.515 -1.200 -4.991
H 1.346 -0.736 -3.441
O 1.911 1.453 5.631
C 1.617 0.265 5.475
O 0.331 -0.131 5.275
C 0.167 -1.571 5.109
C 1.550 -2.102 4.996
C 2.506 -0.908 5.247
H -0.375 -1.873 4.213
H -0.213 -1.933 6.065
H 1.702 -2.526 4.004
H 1.740 -2.861 5.755
H 3.035 -0.752 4.307
H 3.195 -1.157 6.054

---

Q: Number 4 is which compound?
A: C35H62O24